No. 1
The following is a DFT calculation (ωB97M-V with the def2-TZVPD basis set) of a 4-piece molecular cluster, C42H65F5IN8O10 overall at a distorted geometry.

Calculated values
Net charge ... +1
Gap between HOMO and LUMO ... 7.59 eV
LUMO level ... -3.900 eV
HOMO energy ... -11.494 eV
Calculated total energy ... -98684.2769 eV

Structure (XYZ):
```
131
Properties=species:S:1:pos:R:3:forces:R:3
C -3.145624 3.968629 -3.991414 0.318 -0.810 0.542
C -2.669847 3.172953 -3.209223 -0.591 -0.081 -0.511
C -2.180230 2.100095 -2.300031 0.426 0.463 0.194
C -1.013238 2.610541 -1.359028 -0.193 -1.368 -0.332
C 0.273191 1.877753 -1.815887 -0.986 0.111 -0.898
N 1.466003 2.147741 -1.006607 0.139 -0.479 -0.654
C 1.411834 1.721421 0.410589 -0.026 -0.167 1.102
C 1.394650 2.848877 1.477180 -0.436 0.086 0.240
C 0.022990 3.539286 1.702651 0.234 -0.102 0.564
C -1.057185 2.605138 2.334233 0.258 1.500 -0.080
N -2.288790 3.421639 2.508284 0.114 0.284 -0.206
C -2.991702 3.604333 1.263234 -0.628 -0.446 -0.880
C -2.950817 4.917596 0.469405 0.482 0.526 0.268
O -3.650830 2.696097 0.800853 0.147 0.215 0.291
C 2.706971 2.022386 -1.645232 0.302 1.199 0.451
N 3.473153 3.220040 -1.775366 -0.620 -0.936 0.657
C 2.594660 4.300711 -2.284565 -0.548 0.547 -0.788
C 3.283177 5.189889 -3.387098 -1.302 0.002 0.101
C 2.723827 4.784003 -4.764626 0.739 -1.044 -0.103
I 2.569482 7.233946 -3.040423 0.435 -0.298 -0.005
C 4.145752 3.567488 -0.541126 1.066 1.595 0.509
C 4.509370 4.925231 -0.340596 0.226 -0.387 0.654
C 5.198140 5.260465 0.842628 -0.696 -0.972 -0.979
C 5.457999 4.225333 1.751318 0.828 1.266 0.949
N 5.135520 2.945994 1.604035 -0.259 0.652 -0.786
C 4.510652 2.663436 0.468381 -0.619 -1.028 -1.075
N 3.230811 0.908049 -2.084293 -0.415 -0.740 0.527
C 2.514871 -0.374154 -1.951267 -0.832 -1.085 -0.297
C 1.847176 -0.878253 -3.296680 -1.860 -1.400 0.069
N 1.403846 0.221870 -4.155649 0.602 -0.596 -0.437
N 2.669223 -1.854700 -4.010155 0.676 0.901 0.132
N 0.585880 -1.572910 -2.861168 0.337 0.914 0.918
C 4.578947 0.847095 -2.703011 2.212 0.466 -1.794
F 4.937203 -0.444453 -2.925814 -0.999 0.210 0.589
F 5.521479 1.316051 -1.842895 -0.945 -0.282 0.285
C 4.779251 1.582934 -4.034072 0.020 1.333 -0.368
C 4.284210 1.158415 -5.269424 -0.193 -0.494 -0.054
C 4.552551 1.864891 -6.447920 0.277 0.458 -0.421
C 5.327543 3.027711 -6.439825 0.219 -0.193 0.873
C 5.833802 3.455970 -5.200246 0.207 -0.372 -0.213
C 6.709275 4.709629 -5.163818 -1.120 -0.162 0.466
F 7.006735 5.083772 -3.897989 0.090 -0.189 -0.382
F 5.972485 5.729864 -5.687469 0.735 -0.188 -0.121
F 7.853097 4.571509 -5.837497 -0.415 0.243 0.043
C 5.561137 2.754833 -4.025592 0.248 0.302 -0.001
H -3.636775 4.581615 -4.730562 0.361 -0.129 0.456
H -2.983612 1.685766 -1.663035 0.134 0.513 -0.414
H -1.810700 1.233448 -2.887343 -0.248 0.513 0.070
H -0.945596 3.705719 -1.406890 0.160 -0.434 0.240
H -1.265501 2.221842 -0.359315 0.148 0.703 -0.231
H 0.009692 0.795891 -1.885326 0.278 0.474 0.328
H 0.450618 2.185683 -2.866364 0.219 -0.054 0.600
H 0.486205 1.123278 0.549313 0.461 0.265 -0.268
H 2.237648 1.023851 0.660557 -0.329 0.364 -0.302
H 1.684107 2.371581 2.438979 -0.116 0.165 -0.502
H 2.142009 3.642948 1.305319 -0.169 -0.524 -0.227
H 0.194063 4.331283 2.460366 -0.124 -0.344 -0.411
H -0.349069 4.082595 0.813494 0.211 -0.522 0.262
H -1.253471 1.695027 1.734079 0.108 0.185 0.418
H -0.711576 2.386191 3.358650 -0.129 -0.412 -0.545
H -2.914397 2.957829 3.164450 0.012 -0.097 -0.354
H -2.877788 4.731368 -0.617715 -0.106 -0.197 0.582
H -3.892208 5.483815 0.611007 0.368 -0.449 0.145
H -2.129506 5.593633 0.763226 -0.331 -0.365 0.041
H 2.135945 4.910580 -1.483921 0.551 -0.427 -0.130
H 1.735329 3.839274 -2.809156 0.487 0.105 0.330
H 4.377930 5.183805 -3.315274 -0.439 0.121 -0.097
H 3.177386 5.323835 -5.610912 -0.299 0.011 0.463
H 2.989798 3.710536 -4.911449 -0.113 0.492 0.024
H 1.620463 4.817542 -4.807476 0.527 0.350 0.115
H 4.281048 5.725696 -1.050920 0.036 -0.430 0.176
H 5.509671 6.295567 0.997644 -0.065 -0.474 0.181
H 6.001024 4.495903 2.670057 -0.308 -0.309 -0.361
H 4.261210 1.602914 0.302601 0.229 0.457 0.307
H 3.157024 -1.167400 -1.525951 0.084 0.636 -0.414
H 1.668803 -0.308424 -1.247164 0.599 0.663 -0.256
H 0.412778 0.369334 -3.986656 0.190 -0.045 0.080
H 1.463380 -0.110119 -5.118957 0.153 0.331 0.120
H 2.927520 -2.572829 -3.338449 0.190 0.033 -0.245
H 2.135885 -2.321587 -4.740859 -0.013 0.221 0.138
H 0.737093 -2.097643 -2.002073 -0.168 -0.260 -0.325
H 0.247233 -2.179944 -3.600404 0.098 -0.052 0.220
H 3.702038 0.237553 -5.351493 0.283 0.299 0.188
H 4.184458 1.523838 -7.423763 0.022 -0.081 0.621
H 5.585237 3.592544 -7.341882 -0.278 -0.357 0.264
H 5.997775 3.174109 -3.113574 -0.309 -0.461 -0.246
C 3.407518 -1.982117 6.547142 -0.051 -0.198 -0.282
C 2.579679 -0.719026 6.434995 0.263 -0.189 0.589
O 2.254678 -0.426345 5.064996 -0.192 0.160 -0.145
C 1.268606 -1.148345 4.541984 0.346 0.007 0.131
O 0.629573 -1.999214 5.101309 0.078 0.148 -0.082
O 1.117167 -0.781779 3.261724 -0.069 0.111 -0.141
C 0.143214 -1.551126 2.552335 -0.208 -0.119 -0.147
H 4.289882 -1.918251 5.907679 0.043 0.100 0.116
H 3.726829 -2.141570 7.576923 -0.006 0.055 -0.012
H 2.840375 -2.855378 6.224050 -0.065 0.036 0.101
H 3.155881 0.129989 6.800258 -0.063 0.109 -0.282
H 1.672863 -0.777589 7.038450 -0.075 -0.069 -0.197
H -0.812867 -1.563586 3.074413 0.074 -0.094 0.057
H 0.508592 -2.567271 2.401094 -0.098 -0.022 0.119
H -0.000578 -1.083306 1.579043 0.154 0.143 0.079
C -5.465076 -5.645521 3.329277 0.275 -0.003 -0.086
C -5.852798 -4.907029 4.593677 -0.340 -0.105 -0.432
O -4.760390 -4.845282 5.520422 -0.026 0.129 0.139
C -3.824953 -3.935274 5.248665 0.039 -0.222 0.020
O -3.827447 -3.169785 4.316349 -0.003 0.036 0.034
O -2.872121 -4.030328 6.175887 -0.141 0.082 0.006
C -1.756833 -3.163847 5.950896 0.179 0.058 0.071
H -5.059760 -6.630342 3.570002 -0.159 -0.029 0.039
H -6.327697 -5.769179 2.673554 -0.008 -0.034 0.046
H -4.690829 -5.109027 2.780206 -0.086 0.101 0.024
H -6.653663 -5.445188 5.100275 0.200 0.001 0.238
H -6.225955 -3.905319 4.374871 0.200 0.036 0.023
H -2.082071 -2.132894 5.820529 -0.026 -0.065 -0.120
H -1.193605 -3.498289 5.084226 -0.104 0.076 -0.032
H -1.113721 -3.216692 6.825217 -0.149 -0.182 0.038
C -9.387910 -10.053788 -1.020335 -0.223 0.133 0.179
C -7.978519 -9.866853 -0.497816 -0.133 -0.414 -0.384
O -7.883562 -8.711337 0.347070 0.186 0.077 0.119
C -8.350229 -8.868250 1.586944 -0.113 0.054 -0.202
O -8.821284 -9.874353 2.046282 0.070 0.016 0.054
O -8.223939 -7.701113 2.227764 0.084 -0.020 0.024
C -8.774747 -7.703913 3.545595 -0.093 0.079 0.326
H -9.737700 -9.142599 -1.509300 0.101 -0.047 -0.101
H -9.427170 -10.876899 -1.734270 0.046 0.024 -0.002
H -10.083203 -10.268995 -0.208986 0.082 -0.093 0.009
H -7.299192 -9.692482 -1.331785 0.059 0.246 0.150
H -7.624074 -10.754777 0.027661 -0.093 0.108 0.157
H -8.378177 -8.525797 4.139655 -0.089 -0.074 -0.113
H -9.861814 -7.759481 3.494241 0.039 -0.136 0.036
H -8.495682 -6.767406 4.023862 0.078 0.057 -0.247
```
Forces are in eV/Å.


No. 2
The following is a DFT calculation (ωB97M-V with the def2-TZVPD basis set) of a 2-piece molecular cluster, C8H10O2S overall at a distorted geometry.

Calculated values
2S+1 ... 3
Gap between HOMO and LUMO (alpha / beta) ... 7.51 / 7.88 eV
LUMO level (alpha / beta) ... 0.797 / -1.064 eV
HOMO energy (alpha / beta) ... -6.714 / -8.946 eV
Calculated total energy ... -23381.0921 eV

Structure (XYZ):
```
21
Properties=species:S:1:pos:R:3:forces:R:3
C -3.131706 0.406253 -0.948722 1.965 0.601 0.630
C -2.079923 -0.525057 -1.129510 -0.873 2.680 4.365
C -2.861754 1.069999 0.242758 -0.473 -0.945 -1.123
C -1.325228 -0.435811 0.111869 -0.229 -1.946 -2.309
C 0.595741 -1.914510 1.045568 0.796 -1.326 -0.298
C -0.270944 -1.193436 0.411384 0.096 0.089 1.427
C 2.289875 1.185728 1.061040 -1.319 -2.165 -1.015
C 1.243117 0.312265 -1.274538 4.985 -2.991 -2.194
O 3.381599 -0.945839 -0.274248 0.207 -0.562 0.438
O -1.819060 0.530759 0.919834 0.058 0.345 -0.390
S 2.901521 0.421917 -0.523314 -1.802 1.364 -0.613
H -3.750643 0.719307 -1.751772 -0.890 0.203 -0.084
H -1.990258 -1.197445 -1.873183 0.610 -2.074 -2.232
H -3.271465 1.898360 0.729142 -0.793 0.989 0.417
H 1.658959 -2.052665 0.812720 -0.134 0.911 -0.227
H 0.330743 -2.688741 1.754885 -0.673 -0.057 0.248
H 3.031789 0.970408 1.805890 0.182 0.211 0.411
H 1.337430 0.633076 1.201895 0.824 0.067 0.652
H 1.953596 2.186297 0.945884 0.488 1.153 -0.243
H 0.500054 0.934191 -1.045940 -2.698 2.505 0.741
H 1.276561 -0.315066 -2.221643 -0.326 0.946 1.400
```
Forces are in eV/Å.


No. 3
The following is a DFT calculation (ωB97M-V with the def2-TZVPD basis set) of C45H36N2OP2PdS as an isolated structure.

Calculated values
Net charge ... +2
2S+1 ... 3
Gap between HOMO and LUMO (alpha / beta) ... 7.74 / 6.89 eV
LUMO level (alpha / beta) ... -5.041 / -7.082 eV
HOMO energy (alpha / beta) ... -12.781 / -13.977 eV
Calculated total energy ... -85157.9119 eV

Structure (XYZ):
```
88
Properties=species:S:1:pos:R:3:forces:R:3
Pd -0.018454 -0.075644 0.143814 -0.164 0.063 -0.204
O 0.696591 0.345318 3.537244 -0.140 -0.058 -0.141
S -0.332944 -0.029877 2.555193 0.077 0.105 0.237
C -0.975855 -1.640519 2.981570 0.012 0.029 -0.061
C -0.792204 -2.110429 4.270448 0.046 0.075 0.071
C -1.335367 -3.340440 4.608779 -0.024 -0.068 0.011
C -2.037793 -4.083077 3.665514 -0.001 -0.040 0.023
C -2.178265 -3.616744 2.366273 0.033 -0.035 0.002
C -1.637318 -2.384175 2.009847 -0.015 0.012 -0.045
P -1.658690 -1.814530 0.287636 0.057 0.135 -0.094
C -1.050795 -3.214368 -0.682550 0.055 0.051 -0.022
C 0.332090 -3.421192 -0.724995 -0.153 -0.174 -0.099
C 0.851510 -4.507621 -1.412278 -0.002 0.005 -0.002
C -0.006775 -5.384853 -2.066102 0.027 -0.038 -0.028
C -1.379267 -5.179914 -2.029522 -0.044 -0.014 -0.017
C -1.906124 -4.095465 -1.340636 -0.035 -0.073 -0.006
C -3.373282 -1.557518 -0.185957 -0.022 0.044 -0.141
C -3.667851 -1.464064 -1.551924 -0.079 -0.055 0.093
C -4.980010 -1.309437 -1.968768 0.056 0.030 0.007
C -5.997622 -1.211825 -1.024840 -0.067 0.067 -0.057
C -5.704829 -1.266066 0.330295 -0.009 -0.035 0.072
C -4.393456 -1.446944 0.755941 0.002 0.013 -0.001
C -1.813812 0.962180 2.819452 0.088 -0.016 0.002
C -2.365020 0.977419 4.092433 0.013 -0.044 0.052
C -3.466067 1.778660 4.341830 -0.069 0.014 0.038
C -4.003026 2.563457 3.327246 -0.040 0.030 -0.004
C -3.434184 2.560508 2.062429 -0.018 0.058 0.063
C -2.327440 1.756902 1.795312 0.001 -0.072 -0.048
P -1.428662 1.861215 0.225157 0.350 0.002 0.113
C -2.569564 2.253000 -1.104413 0.132 -0.033 -0.146
C -3.916261 1.906538 -1.085176 -0.077 -0.081 0.031
C -4.720863 2.216727 -2.173667 -0.065 -0.035 0.009
C -4.183300 2.839696 -3.289738 0.007 0.015 -0.045
C -2.829766 3.160199 -3.327765 0.028 0.014 0.061
C -2.023378 2.873270 -2.237625 -0.090 0.003 -0.010
C -0.386699 3.337408 0.421512 0.014 -0.026 -0.043
C -0.953549 4.608783 0.309445 -0.058 0.035 -0.010
C -0.176107 5.733695 0.530389 -0.047 0.035 -0.011
C 1.167876 5.600615 0.861561 0.017 0.026 0.022
C 1.736627 4.341184 0.976275 -0.016 -0.012 -0.021
C 0.961294 3.210249 0.753668 -0.136 0.171 0.026
H -0.219753 -1.526722 4.983739 -0.046 -0.033 -0.054
H -1.202344 -3.725107 5.611765 -0.009 -0.002 -0.032
H -2.453712 -5.045311 3.937920 0.014 0.052 -0.012
H -2.683766 -4.221551 1.620286 0.025 0.025 0.059
H 0.997155 -2.747001 -0.204598 0.138 0.115 0.076
H 1.921940 -4.677282 -1.437737 -0.078 0.036 0.014
H 0.396656 -6.234427 -2.605640 -0.028 0.071 0.049
H -2.044265 -5.868817 -2.537174 0.042 0.050 0.035
H -2.978596 -3.936169 -1.315479 0.095 -0.087 -0.007
H -2.872601 -1.566597 -2.283960 -0.078 0.071 -0.005
H -5.213644 -1.270708 -3.026550 0.032 0.009 0.072
H -7.026405 -1.094515 -1.349901 0.105 -0.029 0.033
H -6.504295 -1.200874 1.059178 0.065 0.016 -0.033
H -4.170709 -1.528956 1.814352 -0.038 0.031 -0.039
H -1.935811 0.376190 4.885866 -0.016 0.031 -0.053
H -3.905507 1.792533 5.331734 0.024 0.015 -0.055
H -4.861766 3.194190 3.528103 0.070 -0.055 -0.016
H -3.839838 3.200915 1.286496 0.028 -0.055 0.083
H -4.341891 1.400890 -0.223982 0.004 0.021 -0.087
H -5.775937 1.971249 -2.148612 0.058 -0.002 0.015
H -4.819835 3.083743 -4.132334 0.044 -0.017 0.057
H -2.412688 3.657664 -4.194959 -0.010 -0.037 0.045
H -0.978846 3.170678 -2.243375 -0.048 -0.018 -0.030
H -2.000689 4.721202 0.044958 0.089 0.013 0.018
H -0.618856 6.719130 0.445215 0.027 -0.068 0.001
H 1.770425 6.484657 1.034935 -0.041 -0.062 -0.016
H 2.782590 4.239704 1.239841 -0.064 -0.016 -0.017
H 1.406733 2.234163 0.854425 0.106 -0.199 0.010
N 0.379189 -0.134482 -2.146739 0.216 -0.014 0.176
C 1.799823 -0.115550 -2.455782 -0.135 0.001 -0.004
C 2.259790 -0.088362 -3.740350 -0.008 0.012 -0.111
C 3.644355 -0.069299 -4.015900 -0.050 0.000 -0.101
C 4.545993 -0.076710 -2.993768 0.142 -0.011 -0.011
C 4.100640 -0.104427 -1.652032 0.010 0.018 0.035
C 4.989484 -0.103275 -0.551472 0.094 -0.016 -0.118
C 4.497802 -0.128442 0.720046 0.054 -0.002 0.130
C 3.105928 -0.156512 0.902892 -0.014 -0.027 -0.043
N 2.246849 -0.158700 -0.097707 -0.103 0.073 0.273
C 2.716720 -0.126659 -1.378900 0.058 -0.021 0.047
H -0.091711 0.651951 -2.574282 -0.082 0.167 -0.118
H -0.047194 -0.971365 -2.523137 -0.065 -0.202 -0.055
H 1.550374 -0.079690 -4.561942 0.053 -0.005 0.041
H 3.980876 -0.049206 -5.045380 -0.031 0.001 0.078
H 5.612893 -0.063393 -3.194359 -0.113 0.006 0.027
H 6.058635 -0.082836 -0.736493 -0.077 0.002 0.015
H 5.152233 -0.126170 1.583471 -0.079 -0.005 -0.079
H 2.688190 -0.173065 1.903515 -0.026 0.024 0.031
```
Forces are in eV/Å.


No. 4
The following is a DFT calculation (ωB97M-V with the def2-TZVPD basis set) of one molecule with the formula C4H8O2 at a distorted geometry.

Calculated values
Structure (SMILES) ... C=C(OC)OC
Gap between HOMO and LUMO ... 9.03 eV
LUMO level ... 0.984 eV
HOMO energy ... -8.047 eV
Calculated total energy ... -8370.4082 eV

Structure (XYZ):
```
14
Properties=species:S:1:pos:R:3:forces:R:3
C -0.763042 0.997468 1.210290 0.131 0.270 0.669
C 0.080475 0.241136 0.514677 -0.522 0.185 0.064
O -0.410798 -0.799693 -0.216701 -0.264 0.438 0.321
C -1.820370 -0.620589 -0.623868 0.202 -0.219 -0.142
O 1.408263 0.488432 0.554573 -0.398 -0.121 -0.215
C 2.357851 -0.157351 -0.277661 0.051 -0.139 -0.221
H -0.470575 1.959549 1.570102 0.275 0.131 0.540
H -1.659464 0.520858 1.576123 -0.232 0.539 -0.315
H -2.570322 -0.095123 0.011245 1.281 -0.457 0.059
H -1.818092 -0.064275 -1.562968 0.064 -0.298 -0.112
H -2.159984 -1.640322 -0.717342 -0.148 -0.208 -0.468
H 3.286026 0.425083 -0.196560 -0.392 -0.143 -0.024
H 2.553791 -1.174974 0.076461 -0.103 0.101 -0.115
H 2.023694 -0.176708 -1.314643 0.053 -0.077 -0.041
```
Forces are in eV/Å.